Record 1
Here is C15H23NO2 as an isolated structure at a distorted geometry from the OMol25 dataset. Energies are from ωB97M-V/def2-TZVPD.

Each line ends with the natural charge from an NBO analysis.
Cartesian coordinates (Å):
O: -0.7141 -3.2589 -0.8616  -0.683
C: -0.7855 -2.7333 0.3360  0.095
C: 0.5237 -1.9909 0.8271  -0.127
O: 1.0835 -1.5505 -0.2835  -0.498
C: 2.1845 -0.9646 -0.2087  0.350
C: 2.6663 -0.6005 1.2360  -0.259
C: 3.7806 0.1300 1.4299  -0.162
C: 4.4483 0.7755 -0.0004  -0.196
C: 3.8618 0.4973 -1.2118  -0.226
C: 2.8107 -0.3393 -1.2176  -0.298
H: 2.2746 -0.3260 -2.1481  0.208
H: 4.2733 0.9458 -2.1185  0.222
H: 5.3861 1.1725 0.0812  0.189
H: 4.3181 0.5538 2.2704  0.221
H: 2.2664 -0.9076 1.9638  0.165
H: 0.0444 -1.3461 1.7196  0.229
H: 1.0417 -3.0063 1.3693  0.194
C: -2.1726 -1.7980 0.5163  -0.240
N: -1.7107 -0.2548 0.0720  -0.515
C: -1.7340 -0.0359 -1.1683  -0.209
C: -0.7836 1.0854 -1.6567  -0.374
H: 0.0044 0.8097 -1.9665  0.167
C: -0.2228 1.8625 -0.2333  -0.395
H: 0.5815 2.4236 -0.3610  0.191
C: -1.2733 2.7706 0.1771  -0.273
C: -2.5841 2.0097 0.3501  -0.467
H: -3.0391 1.8755 -0.6603  0.202
C: -2.6975 0.6972 0.7938  -0.201
H: -3.8596 0.1591 0.8139  0.190
H: -2.4587 0.4480 1.9650  0.187
H: -3.3295 2.6792 0.9454  0.228
H: -1.3486 3.5636 -0.1712  0.155
H: -0.9431 2.7802 1.4811  0.138
H: 0.1030 0.8370 0.3607  0.230
H: -1.2572 1.7748 -2.1866  0.180
H: -2.6535 0.3200 -1.6897  0.150
H: -1.2963 -0.9742 -1.9426  0.182
H: -2.4907 -1.7614 1.7352  0.200
H: -2.9565 -2.0951 -0.1929  0.208
H: -1.3024 -3.4512 1.0763  0.168
H: -0.0397 -2.7767 -1.2408  0.473

2S+1	1
E_LUMO	0.76	eV
total charge	0
HOMO	-8.1427	eV
Kohn-Sham gap	8.90	eV
DFT total energy	-790.0525	hartree

---

Record 2
Here is a 2-piece molecular cluster, C5H12NO overall at a distorted geometry from the OMol25 dataset. Energies are from ωB97M-V/def2-TZVPD.

Each line ends with the natural charge from an NBO analysis.
Cartesian coordinates (Å):
C: -0.5355 -0.8657 -1.7627  -0.412
C: 0.4909 -0.8990 -0.6549  -0.588
C: -1.7796 -0.1389 -1.2567  -0.445
C: 0.3617 0.0886 0.3979  0.484
C: -1.5238 1.1281 -0.4197  -0.088
N: 2.3272 0.3057 2.6523  -1.059
O: -0.5509 1.0002 0.5664  -0.341
H: -0.2226 -0.3957 -2.7462  0.236
H: -0.7846 -1.9063 -2.0156  0.251
H: 0.6171 -1.9263 -0.1925  0.302
H: 1.3718 -0.6514 -1.2500  0.319
H: -2.5540 0.1613 -2.0180  0.260
H: -2.2978 -0.7985 -0.6025  0.221
H: 2.2621 1.2483 2.4689  0.362
H: 1.1234 -0.0747 1.3223  0.290
H: -1.2190 1.9359 -0.9867  0.207
H: -2.3517 1.4369 0.2071  0.228
H: 3.3333 0.1359 2.7353  0.391
H: 1.9320 0.2155 3.5552  0.381

2S+1	1
E_LUMO	-4.91	eV
total charge	+1
HOMO	-14.4771	eV
Kohn-Sham gap	9.57	eV
DFT total energy	-327.3931	hartree

---

Record 3
Here is an isolated ion of composition C5H9N2 and charge +1 at a distorted geometry from the OMol25 dataset. Energies are from ωB97M-V/def2-TZVPD.

Each line ends with the natural charge from an NBO analysis.
Cartesian coordinates (Å):
C: -0.5451 0.5208 -1.7960  -0.440
C: -0.1391 -0.9300 0.6427  -0.294
C: 0.1278 1.1836 -0.5364  -0.340
C: 0.6929 0.3043 0.4091  0.393
C: -1.4526 0.7569 -0.6213  -0.062
N: 1.5739 0.7119 1.3433  -0.708
N: -1.4536 -0.6325 0.0747  -0.520
H: -0.5567 1.2172 -2.6144  0.262
H: -0.3362 -0.4452 -2.1833  0.213
H: 0.3156 -1.6926 0.0414  0.248
H: -0.1157 -1.2536 1.6053  0.247
H: 0.5977 2.1646 -0.6429  0.273
H: 1.9490 0.3324 2.2927  0.449
H: 2.1267 1.4748 1.1658  0.408
H: -1.6608 -1.3703 -0.4994  0.425
H: -2.1107 -0.4937 0.8154  0.446

2S+1	1
E_LUMO	-4.26	eV
total charge	+1
HOMO	-12.2520	eV
Kohn-Sham gap	7.99	eV
DFT total energy	-305.0332	hartree

---

Record 4
Here is one molecule with the formula C3H3P at a distorted geometry from the OMol25 dataset. Energies are from ωB97M-V/def2-TZVPD.

Each line ends with the Mulliken spin population.
Cartesian coordinates (Å):
C: 1.0371 -0.3964 0.0938  0.013
C: 2.4534 -0.0823 0.2083  0.371
C: -0.1346 0.3512 0.0269  0.643
P: 4.0329 -0.2834 0.0776  0.946
H: 1.1335 -1.5199 0.0062  -0.001
H: -0.2510 1.4714 0.0383  0.016
H: -1.0824 -0.2513 -0.0819  0.011

2S+1	3
E_LUMO (alpha / beta)	0.24 / -2.69	eV
total charge	0
HOMO (alpha / beta)	-6.3737 / -9.5900	eV
Kohn-Sham gap (alpha / beta)	6.61 / 6.90	eV
expectation value of S²	2.015
DFT total energy	-457.2658	hartree

---

Record 5
Here is C34H48N6O4S2SbV as an isolated structure at a distorted geometry from the OMol25 dataset. Energies are from ωB97M-V/def2-TZVPD.

Each line ends with the Mulliken spin population.
Cartesian coordinates (Å):
V: -1.4357 -0.7133 -1.1115  2.027
N: -4.6067 -2.7684 0.5001  0.045
C: -4.3482 -3.3388 1.7522  -0.011
C: -5.3746 -3.9280 2.4813  0.011
C: -5.1071 -4.5132 3.7094  -0.010
C: -3.8191 -4.5099 4.2199  0.011
C: -2.7919 -3.9037 3.5111  -0.009
C: -3.0567 -3.3290 2.2809  0.013
S: -1.7024 -2.6192 1.3596  -0.006
N: -2.4632 -1.8458 0.0792  0.159
C: -3.7287 -2.0254 -0.2180  0.126
C: -4.1137 -1.4031 -1.4758  0.035
C: -5.4180 -1.3473 -1.9712  0.015
C: -5.6429 -0.8060 -3.2236  -0.001
C: -4.5522 -0.3687 -3.9675  0.008
C: -3.2908 -0.4437 -3.4015  0.017
N: -3.0607 -0.9114 -2.1757  0.066
H: -5.5450 -2.8953 0.1447  -0.004
H: -6.3769 -3.9385 2.0822  0.000
H: -5.9086 -4.9768 4.2618  0.000
H: -3.6059 -4.9849 5.1627  0.000
H: -1.7853 -3.8850 3.8970  0.000
H: -6.2487 -1.7079 -1.3860  0.002
H: -6.6435 -0.7361 -3.6191  0.000
H: -4.6811 0.0291 -4.9610  0.000
H: -2.4194 -0.1174 -3.9621  -0.011
O: 2.0225 -0.1080 -0.7290  -0.018
C: 1.3091 -1.0966 -0.7063  -0.130
O: 0.0210 -0.9570 -0.5655  -0.512
C: 1.7628 -2.4605 -1.0619  0.014
C: 0.8133 -3.4526 -1.3204  0.042
C: 1.2204 -4.7002 -1.7382  0.029
C: 2.5767 -4.9471 -1.9029  0.001
C: 3.5312 -3.9644 -1.6790  0.000
C: 3.1209 -2.7148 -1.2554  -0.004
N: 2.9900 -6.2902 -2.3089  0.000
O: 4.1706 -6.4827 -2.4368  0.000
O: 2.1099 -7.0977 -2.4731  0.000
H: -0.2467 -3.2386 -1.1866  0.005
H: 0.5073 -5.4859 -1.9332  0.000
H: 4.5735 -4.1905 -1.8427  0.000
H: 3.8402 -1.9319 -1.0734  0.000
C: 4.2851 4.7606 2.7742  0.000
C: 5.0995 3.4818 2.9368  0.000
C: 4.2297 2.2323 3.0700  0.000
C: 3.4875 1.9267 1.7667  0.001
N: 2.7253 0.7015 1.8685  -0.005
C: 1.4224 0.5521 2.0697  -0.002
S: 0.8372 -1.0472 2.1131  -0.011
N: 0.6073 1.6011 2.1781  -0.004
C: -0.8103 1.4968 2.4531  -0.054
C: -1.1173 1.1876 3.9243  0.007
C: -0.9473 2.3774 4.8723  0.000
C: 0.4667 2.9492 4.9389  0.000
H: 4.9405 5.6259 2.8178  0.000
H: 3.5587 4.8506 3.5797  0.000
H: 3.7649 4.7858 1.8179  0.000
H: 5.7175 3.5675 3.8306  0.000
H: 5.7684 3.3615 2.0832  0.000
H: 3.5139 2.3632 3.8844  0.000
H: 4.8601 1.3781 3.3220  0.000
H: 4.2102 1.8018 0.9562  0.000
H: 2.8280 2.7502 1.4928  0.000
H: 3.2624 -0.1538 1.8391  0.000
H: 1.0196 2.5036 2.3730  0.001
H: -1.2075 0.6976 1.8025  0.083
H: -1.2736 2.4455 2.1720  0.000
H: -0.4781 0.3634 4.2458  0.001
H: -2.1523 0.8487 3.9884  0.000
H: -1.2286 2.0331 5.8689  0.000
H: -1.6439 3.1705 4.5905  0.000
H: 1.2074 2.1566 5.0404  0.000
H: 0.5534 3.5971 5.8075  0.000
H: 0.6934 3.5518 4.0593  0.000
C: -1.9027 2.9719 -4.3406  -0.001
C: -0.7676 1.9890 -4.5351  -0.008
Sb: 0.0144 1.0558 -2.7131  0.090
C: 0.8729 2.8107 -1.7040  -0.009
C: 1.6128 3.7339 -2.6539  -0.002
C: 1.6281 0.0657 -3.8361  -0.002
C: 2.5725 0.9992 -4.5709  -0.002
H: -2.1877 3.3845 -5.3077  0.000
H: -1.5915 3.8007 -3.7080  0.000
H: -2.7869 2.5091 -3.8995  0.000
H: 0.0817 2.5015 -4.9845  0.000
H: -1.0570 1.1829 -5.2126  0.001
H: 1.5308 2.4291 -0.9223  0.003
H: 0.0257 3.3237 -1.2386  0.000
H: 2.5359 3.2748 -2.9942  0.000
H: 1.8661 4.6642 -2.1470  0.000
H: 1.0039 3.9828 -3.5210  0.000
H: 1.0969 -0.5723 -4.5475  0.002
H: 2.1868 -0.5740 -3.1573  0.001
H: 2.0386 1.7018 -5.2065  0.000
H: 3.2217 0.4111 -5.2157  0.000
H: 3.2085 1.5418 -3.8773  0.000

2S+1	3
E_LUMO (alpha / beta)	-7.22 / -7.20	eV
total charge	+2
HOMO (alpha / beta)	-12.3881 / -12.4223	eV
Kohn-Sham gap (alpha / beta)	5.17 / 5.23	eV
expectation value of S²	2.037
DFT total energy	-3933.8743	hartree

---

Record 6
Here is a 4-piece molecular cluster, C23H53Br2ClSi overall from the OMol25 dataset. Energies are from ωB97M-V/def2-TZVPD.

Each line ends with the Mulliken charge.
Cartesian coordinates (Å):
C: 5.7192 0.7902 -0.9845  -1.288
C: 4.2680 0.7552 -0.4772  -0.291
Si: 3.2460 2.2298 -0.9521  0.407
Cl: 4.1829 3.9032 -0.2303  -0.252
C: 1.4690 2.0375 -0.2776  -0.451
Br: 0.9100 3.5361 0.8394  -0.110
C: 0.4715 1.7901 -1.4104  0.012
C: -1.0025 1.8693 -1.0650  -1.620
Br: 0.8940 -0.0035 -2.1064  -0.155
H: 6.1043 1.8088 -1.0652  0.271
H: 5.7981 0.3293 -1.9695  0.371
H: 6.3858 0.2467 -0.3144  0.327
H: 4.2396 0.6857 0.6161  0.348
H: 3.7458 -0.1302 -0.8504  0.348
H: 3.1389 2.4013 -2.4173  -0.138
H: 1.4656 1.1829 0.3993  0.509
H: 0.7002 2.4303 -2.2616  0.423
H: -1.3107 2.9129 -1.0045  0.421
H: -1.5920 1.3835 -1.8421  0.486
H: -1.2146 1.3837 -0.1114  0.364
C: 6.9465 3.6221 6.6626  -1.209
C: 7.7922 4.0387 5.4642  -0.343
C: 7.0428 4.9193 4.4650  -0.760
C: 5.8029 4.2716 3.8452  -0.767
C: 6.0636 2.9454 3.1329  -0.113
C: 7.0453 3.0623 1.9729  -0.945
H: 6.0943 3.0108 6.3613  0.282
H: 7.5312 3.0400 7.3759  0.383
H: 6.5564 4.4981 7.1862  0.294
H: 8.1728 3.1460 4.9593  0.231
H: 8.6729 4.5825 5.8157  0.384
H: 7.7319 5.2225 3.6722  0.307
H: 6.7372 5.8430 4.9669  0.406
H: 5.3642 4.9739 3.1291  0.328
H: 5.0442 4.1180 4.6172  0.350
H: 5.1093 2.5656 2.7562  0.121
H: 6.4252 2.1999 3.8474  0.310
H: 6.6974 3.7995 1.2468  0.183
H: 7.1502 2.1106 1.4489  0.178
H: 8.0398 3.3644 2.3056  0.385
C: -4.7191 1.7675 1.4822  -1.216
C: -4.1688 0.3455 1.4900  -0.686
C: -4.2104 -0.3299 0.1204  0.221
C: -5.6056 -0.4892 -0.4843  -0.589
C: -6.5957 -1.2726 0.3766  -0.596
C: -6.1614 -2.7076 0.6549  -0.853
H: -5.7756 1.7896 1.2105  0.292
H: -4.6226 2.2346 2.4629  0.404
H: -4.1792 2.3882 0.7626  0.226
H: -4.7188 -0.2563 2.2193  0.334
H: -3.1320 0.3632 1.8376  0.436
H: -3.7277 -1.3087 0.1893  0.222
H: -3.6012 0.2566 -0.5760  -0.074
H: -5.5028 -0.9900 -1.4529  0.148
H: -6.0267 0.4965 -0.7007  0.425
H: -7.5641 -1.2835 -0.1302  0.389
H: -6.7585 -0.7495 1.3235  0.254
H: -6.0073 -3.2534 -0.2791  -0.020
H: -6.9156 -3.2437 1.2322  0.419
H: -5.2280 -2.7459 1.2194  0.273
C: -3.5477 -3.0745 -2.5078  -0.954
C: -4.5416 -3.5171 -3.5754  -0.399
C: -4.9592 -4.9816 -3.4481  -0.736
C: -3.8103 -5.9862 -3.5591  -0.729
C: -2.9936 -5.8829 -4.8466  -0.363
C: -3.8164 -6.1108 -6.1099  -1.221
H: -2.6057 -3.6206 -2.5784  0.405
H: -3.3173 -2.0117 -2.6013  0.305
H: -3.9548 -3.2394 -1.5075  0.082
H: -4.1188 -3.3335 -4.5673  0.362
H: -5.4389 -2.8947 -3.5127  0.300
H: -5.7149 -5.2034 -4.2063  0.403
H: -5.4526 -5.1257 -2.4811  0.253
H: -4.2247 -6.9966 -3.4826  0.410
H: -3.1401 -5.8714 -2.7031  0.306
H: -2.1849 -6.6170 -4.8052  0.399
H: -2.5075 -4.9044 -4.9001  0.222
H: -4.3107 -7.0846 -6.0815  0.293
H: -3.1883 -6.0813 -7.0010  0.388
H: -4.5902 -5.3508 -6.2297  0.281

2S+1	1
E_LUMO	0.47	eV
structure (SMILES)	CC[Si@H](Cl)[C@@H](Br)[C@H](C)Br.CCCCCC.CCCCCC.CCCCCC
total charge	0
HOMO	-10.0618	eV
Kohn-Sham gap	10.53	eV
DFT total energy	-6805.9260	hartree